{"formula": "C3H13N2O", "method": "the ωB97M-V functional and the def2-TZVPD basis", "species": ["N", "C", "C", "C", "N", "H", "H", "H", "H", "H", "H", "H", "H", "H", "H", "H", "H", "H", "O"], "positions_angstrom": [[1.2358, 0.6709, -0.4042], [0.0968, 0.5650, 0.7701], [-0.9199, 1.6709, 0.5135], [-0.3839, -0.8895, 0.6579], [-1.4439, -1.0124, 1.6795], [2.1272, 0.4974, 0.0600], [1.0890, -0.1163, -1.1135], [1.1943, 1.6586, -0.5955], [0.7183, 0.7851, 1.6365], [-1.1737, 1.6125, -0.5463], [-1.7645, 1.3808, 1.1345], [-0.4345, 2.6159, 0.7443], [0.4485, -1.5308, 0.9494], [-0.8090, -1.1660, -0.3019], [-1.0586, -1.0847, 2.6090], [-2.0823, -1.7909, 1.5658], [1.9415, -0.9221, -2.8314], [0.5592, -1.4834, -3.0298], [1.0233, -0.7757, -2.5651]], "atomic_forces_ev_per_a": [[-0.707, -0.948, 2.715], [1.309, -0.176, -2.123], [0.914, -1.363, -0.212], [-0.793, 0.325, 2.408], [-0.123, 0.036, -0.245], [0.038, 0.026, -0.160], [-0.148, 1.578, -0.210], [0.172, 0.124, -1.330], [-0.453, -0.411, 0.402], [-0.388, 0.246, 0.059], [-0.193, 0.638, -0.014], [-0.521, 0.251, 0.148], [0.276, -0.250, -0.601], [0.199, 0.259, -0.230], [0.097, -0.008, 0.105], [0.219, 0.049, -0.282], [0.026, 0.147, -0.072], [-0.297, 0.048, 0.118], [0.372, -0.569, -0.474]], "charge": 1, "e_above_lowest_ev": 1.0156, "homo_lumo_gap_ev": 10.0, "spin_multiplicity": 1}

---

{"formula": "C3H13N2O", "method": "the ωB97M-V functional and the def2-TZVPD basis", "species": ["C", "C", "C", "N", "N", "H", "H", "H", "H", "H", "H", "H", "H", "H", "H", "H", "H", "H", "O"], "positions_angstrom": [[0.4899, 1.0168, 0.1615], [1.0907, 0.0326, -0.7778], [1.6291, -1.2263, -0.0212], [0.7419, -1.6770, 1.0358], [-0.7170, 0.5426, 0.9123], [1.1800, 1.1633, 0.9967], [0.2094, 1.9377, -0.3561], [0.3767, -0.4585, -1.4501], [1.8703, 0.4732, -1.3904], [2.6287, -0.9707, 0.3358], [1.8876, -2.0023, -0.7491], [0.3054, -2.5851, 0.9221], [1.2679, -1.7230, 1.9067], [-0.9343, 1.2072, 1.6352], [-0.3853, -0.4859, 1.1227], [-1.5812, 0.4154, 0.3670], [-3.2832, 1.6315, -0.9149], [-2.8277, 0.5890, -1.9256], [-2.5305, 1.2178, -1.2901]], "atomic_forces_ev_per_a": [[-0.386, 1.168, 0.224], [-0.500, -2.758, 0.004], [1.512, 0.646, -1.361], [-0.100, -0.020, 1.017], [-0.391, -1.566, -1.208], [0.268, 0.606, -0.360], [0.324, 0.033, 0.302], [-0.364, 0.915, -0.233], [0.048, 0.140, 0.080], [-0.176, 0.014, 0.712], [-0.512, -0.049, 0.028], [0.255, 0.005, -0.380], [-0.296, -0.083, -0.089], [0.047, -0.193, 0.764], [-0.035, 0.644, 1.010], [0.386, 0.555, -0.580], [-1.311, 0.628, 0.286], [-0.541, -0.613, -0.811], [1.772, -0.073, 0.593]], "charge": 1, "e_above_lowest_ev": 0.5157, "homo_lumo_gap_ev": 11.4, "spin_multiplicity": 1}

---

{"formula": "C3H13N2O", "method": "the ωB97M-V functional and the def2-TZVPD basis", "species": ["N", "C", "C", "N", "C", "H", "H", "H", "H", "H", "H", "H", "H", "H", "H", "H", "H", "H", "O"], "positions_angstrom": [[-0.7281, -0.2195, -1.1016], [0.7717, -0.1974, -0.7271], [0.9828, 1.4132, -0.1983], [-0.2543, 1.6504, 0.5431], [-0.3912, 1.0229, 1.8629], [-1.1090, 0.6884, -0.5748], [-0.7982, -0.0051, -2.0556], [-1.0797, -1.1321, -0.9789], [0.8953, -0.6794, 0.2136], [1.5289, -0.4286, -1.5379], [1.9669, 1.2488, 0.3481], [1.1897, 2.0756, -1.2042], [-0.4889, 2.6999, 0.6277], [-0.5395, 1.8267, 2.5156], [0.6386, 0.6319, 2.1162], [-1.2012, 0.3358, 1.9852], [-1.1947, -3.5650, -0.9480], [0.1791, -4.0977, -0.3615], [-0.3683, -3.2689, -0.5245]], "atomic_forces_ev_per_a": [[2.305, 2.971, 1.367], [0.136, 2.946, 0.120], [0.392, -1.520, -3.940], [3.122, 3.467, 1.706], [2.575, -0.520, -0.666], [-0.288, -3.268, -1.336], [-0.351, 0.385, -2.151], [-1.119, -1.640, 0.872], [0.050, -1.324, 0.109], [-1.332, -0.039, 0.956], [-1.319, 0.771, 0.148], [-0.947, -1.103, 2.977], [-0.384, -1.712, -0.976], [-0.709, 1.318, 1.217], [-1.391, -0.319, -0.191], [-0.555, -0.719, -0.098], [0.568, -0.354, 0.308], [-1.111, 1.491, -0.362], [0.357, -0.829, -0.059]], "charge": 2, "e_above_lowest_ev": 2.9065, "homo_lumo_gap_ev": [11.3, 5.0], "spin_multiplicity": 2}

---

{"formula": "C3H13N2O3", "method": "the ωB97M-V functional and the def2-TZVPD basis", "species": ["O", "C", "N", "C", "N", "C", "H", "H", "H", "H", "H", "H", "H", "H", "H", "H", "H", "O", "H", "H", "O"], "positions_angstrom": [[0.5488, -0.0610, 1.4124], [-0.5295, -0.0725, 0.8545], [-1.5846, 0.7232, 1.1841], [-0.6518, -0.6388, -0.5319], [0.7375, -0.3847, -1.1426], [0.8034, -0.3382, -2.6304], [-1.5805, 1.1333, 2.1168], [-2.5417, 0.4464, 0.8880], [-1.0217, -1.6758, -0.6938], [-1.3107, -0.0773, -1.2114], [1.3360, -1.0687, -0.6867], [1.0504, 0.5375, -0.8338], [0.7684, -1.2572, -3.2115], [1.8251, 0.0637, -2.8891], [0.1068, 0.4107, -3.0258], [4.2019, 0.2256, 1.3227], [5.5289, 0.6306, 1.1086], [4.6687, 0.8195, 0.7023], [-4.8399, -0.4112, 0.9168], [-4.3212, 0.3742, -0.4417], [-4.1209, -0.1093, 0.3580]], "atomic_forces_ev_per_a": [[0.130, -0.576, 0.009], [-0.843, 1.936, 0.411], [-0.517, -0.814, 0.685], [-0.120, -0.156, -2.279], [-1.219, -0.825, -0.240], [1.968, 1.047, -1.146], [0.325, -0.153, -0.269], [0.652, 0.166, 0.001], [0.947, 0.388, 0.544], [-0.002, 0.203, 0.715], [0.582, 0.056, -0.219], [0.024, -0.168, 0.416], [-0.569, -0.357, 0.761], [-0.939, -0.301, 0.419], [-0.093, -0.393, 0.375], [-0.643, 0.493, -0.573], [0.462, 0.662, -0.689], [0.090, -1.185, 1.259], [-0.525, 0.357, -0.596], [-1.098, -0.037, 0.123], [1.387, -0.342, 0.293]], "charge": 1, "e_above_lowest_ev": 1.5911, "homo_lumo_gap_ev": 11.1, "spin_multiplicity": 1}

---

{"formula": "C3H13N2O3", "method": "the ωB97M-V functional and the def2-TZVPD basis", "species": ["O", "C", "N", "C", "N", "C", "H", "H", "H", "H", "H", "H", "H", "H", "H", "H", "H", "O", "H", "H", "O"], "positions_angstrom": [[-1.6759, -1.8356, 0.9816], [-0.8451, -1.0160, 1.2637], [0.2299, -1.2922, 2.0449], [-0.7648, 0.3477, 0.7414], [0.0029, 0.1231, -0.6335], [0.1529, 1.2719, -1.5492], [0.4752, -2.2911, 2.1612], [1.0373, -0.5960, 2.2083], [-1.6739, 0.8424, 0.4696], [-0.3253, 1.2377, 1.2629], [-0.7078, -0.5554, -1.2003], [0.8168, -0.5089, -0.3927], [-0.9037, 1.6234, -1.8185], [0.4972, 0.7474, -2.5819], [0.8215, 2.0447, -1.3088], [-3.2557, -0.1494, -2.5950], [-2.8371, 0.9050, -1.3747], [-2.6326, 0.0714, -1.9459], [4.0092, -0.9652, 1.1371], [4.1565, 0.2635, 1.8276], [3.4226, -0.2683, 1.3020]], "atomic_forces_ev_per_a": [[-2.667, -2.063, -1.249], [5.235, 1.762, 4.287], [0.343, -0.394, -0.766], [0.347, 3.368, -3.360], [-2.436, -3.179, 0.771], [-1.498, -1.692, -4.301], [-0.199, 0.656, 0.460], [-1.515, -1.198, -0.539], [-1.090, -0.574, -0.306], [0.563, -1.677, 0.531], [1.554, 1.830, 1.152], [-0.243, 1.454, -0.799], [1.718, -0.286, 0.652], [-0.537, 1.418, 2.374], [0.875, 0.729, 0.906], [-1.906, 0.042, -1.303], [-0.557, -2.369, -2.380], [2.428, 2.230, 3.845], [0.962, -2.463, -0.994], [-2.620, -0.703, -1.285], [1.242, 3.111, 2.302]], "charge": 2, "e_above_lowest_ev": 2.8095, "homo_lumo_gap_ev": [9.5, 4.8], "spin_multiplicity": 2}

---

{"formula": "C3H13N3", "method": "the ωB97M-V functional and the def2-TZVPD basis", "species": ["C", "C", "N", "H", "H", "H", "H", "H", "H", "H", "N", "C", "N", "H", "H", "H", "H", "H", "H"], "positions_angstrom": [[1.5014, 0.7962, -0.3946], [2.6519, 1.2088, 0.5845], [3.3096, 2.4830, 0.3758], [1.4983, 1.7815, -1.0436], [0.4900, 0.5322, -0.0527], [1.9726, -0.0445, -1.1045], [3.5456, 0.5749, 0.4953], [2.3063, 1.0302, 1.5468], [3.1783, 2.7799, -0.6559], [3.2850, 3.1594, 1.1352], [-2.0986, -1.0436, -1.0401], [-2.9351, -1.1033, 0.1931], [-2.8369, -2.3771, 0.9348], [-2.6682, -0.9414, -1.8067], [-1.5726, -2.0269, -1.3018], [-4.0226, -1.0563, 0.0560], [-2.6395, -0.2320, 0.6924], [-1.8897, -2.4673, 1.2076], [-3.0758, -3.0535, 0.1782]], "atomic_forces_ev_per_a": [[2.674, 1.033, -2.928], [0.952, -1.396, -1.195], [-0.408, 1.104, -2.067], [-0.817, -2.005, 0.687], [0.650, 0.082, 0.097], [-1.541, 1.658, 1.439], [-0.829, -1.012, -0.173], [-0.489, 0.357, 2.140], [0.273, 0.065, 2.882], [-0.484, 0.062, -0.912], [2.717, -3.053, 1.002], [-0.337, -1.908, -0.908], [-1.074, 0.820, -0.952], [-1.789, 0.508, -2.419], [-1.656, 2.807, 1.311], [0.232, 0.596, -0.787], [0.171, 0.835, 1.608], [1.209, -0.679, 0.164], [0.547, 0.125, 1.012]], "charge": -1, "e_above_lowest_ev": 1.8282, "homo_lumo_gap_ev": [2.5, 8.8], "spin_multiplicity": 2}

---

{"formula": "C3H13N3", "method": "the ωB97M-V functional and the def2-TZVPD basis", "species": ["C", "N", "C", "H", "H", "H", "H", "H", "H", "H", "N", "C", "N", "H", "H", "H", "H", "H", "H"], "positions_angstrom": [[-2.1282, -0.4862, -1.0002], [-1.7466, -0.5737, 0.3999], [-1.3262, 0.7166, 0.9971], [-1.3538, -0.0370, -1.6131], [-3.0521, 0.1034, -1.1081], [-2.3455, -1.4789, -1.3939], [-2.5285, -0.8555, 0.9752], [-2.2225, 1.2756, 1.2645], [-0.6203, 0.4897, 1.7896], [-0.8067, 1.3626, 0.2874], [1.2837, -0.9577, -0.4232], [2.4146, -0.3581, 0.1712], [2.6487, 1.1333, 0.0847], [1.2976, -1.0898, -1.4133], [0.3704, -0.8780, 0.0110], [3.3733, -0.7686, -0.1408], [2.3798, -0.5634, 1.2478], [1.9978, 1.5887, 0.7222], [2.3645, 1.3770, -0.8581]], "atomic_forces_ev_per_a": [[-1.076, 0.034, 0.292], [0.910, 0.520, 0.195], [-0.296, -0.351, -0.948], [0.229, 0.065, 0.125], [0.130, 0.109, -0.320], [0.102, -0.057, 0.025], [-0.029, -0.480, -0.301], [0.175, 0.257, 0.683], [-0.290, 0.349, 0.500], [0.122, -0.314, -0.236], [-0.021, -0.268, -0.111], [0.851, 1.050, 1.473], [-0.709, -0.950, -0.097], [-0.152, 0.060, -0.251], [0.243, -0.021, -0.173], [-0.268, -0.460, -0.496], [-0.015, -0.016, -0.082], [0.035, 0.060, -0.269], [0.058, 0.414, -0.008]], "charge": 0, "smiles": "CNC.NCN", "e_above_lowest_ev": 0.7513, "homo_lumo_gap_ev": 9.6, "spin_multiplicity": 1}

---

{"formula": "C3H13N3O", "method": "the ωB97M-V functional and the def2-TZVPD basis", "species": ["N", "C", "C", "N", "C", "N", "H", "H", "H", "H", "H", "H", "H", "H", "H", "H", "H", "O", "H", "H"], "positions_angstrom": [[-1.4273, -1.8824, 1.2627], [-0.2623, -1.9793, 0.3753], [0.7838, -0.9474, 0.8117], [0.4901, 0.3440, 0.1970], [1.6488, 1.2247, 0.1027], [1.4073, 2.1444, -1.0058], [-1.1515, -1.7488, 2.2315], [-1.9892, -2.7020, 1.3173], [-0.5944, -1.6861, -0.6202], [0.1818, -2.9786, 0.3039], [0.8545, -0.9067, 1.9046], [1.7473, -1.2974, 0.4401], [-0.2967, 0.7927, 0.6457], [2.5325, 0.5970, -0.0249], [1.7711, 1.8438, 0.9996], [2.1606, 2.7996, -1.1411], [1.3335, 1.6060, -1.8601], [-2.3103, 0.9145, -1.6660], [-2.9003, 0.8087, -0.9107], [-1.4593, 1.1322, -1.2617]], "atomic_forces_ev_per_a": [[0.217, 0.569, 0.620], [-0.253, 0.257, 0.393], [-0.398, -0.331, -0.694], [0.741, -0.213, 0.006], [-0.748, 0.545, -0.032], [-0.141, -0.262, -0.061], [0.281, 0.146, -0.155], [-0.460, -0.715, -0.536], [0.118, -0.126, -0.114], [-0.029, -0.017, 0.241], [0.012, -0.052, 0.111], [0.092, 0.188, -0.012], [0.078, 0.082, 0.101], [0.065, -0.066, 0.033], [0.240, -0.076, 0.051], [0.200, 0.182, 0.166], [-0.097, -0.032, -0.071], [0.012, 0.099, 0.244], [0.018, -0.067, -0.120], [0.054, -0.111, -0.171]], "charge": 0, "smiles": "NCCNCN.O", "e_above_lowest_ev": 1.0955, "homo_lumo_gap_ev": 10.1, "spin_multiplicity": 1}

---

no.,molar mass (g/mol)
1,93.15
2,93.15
3,93.15
4,125.15
5,125.15
6,91.16
7,91.16
8,107.16